Entry 1:
This record from the OMol25 dataset describes 9 unconnected molecules or ions with the total composition C32H62BrFIO9S. The level of theory is the ωB97M-V functional and the def2-TZVPD basis.

```
! RIJCOSX wB97M-V def2-TZVPD def2/J DEFGRID3
* xyz 1 1
O -2.52 3.32 -1.91
C -1.40 2.90 -2.32
Br 0.30 3.15 -1.30
C -1.28 2.12 -3.72
S -2.83 1.14 -4.13
C -3.41 0.20 -2.63
C -3.23 -1.39 -2.70
C -1.70 -1.89 -2.79
F -0.74 -0.80 -2.62
C -2.26 0.00 -5.50
C -2.63 0.69 -6.92
C -1.66 0.14 -8.11
I -2.87 -0.78 -9.67
H -1.21 2.92 -4.55
H -0.33 1.48 -3.80
H -2.92 0.56 -1.65
H -4.54 0.42 -2.51
H -3.65 -1.80 -1.71
H -3.88 -1.86 -3.54
H -1.50 -2.77 -2.11
H -1.54 -2.26 -3.88
H -1.12 -0.13 -5.47
H -2.70 -1.07 -5.41
H -2.55 1.83 -6.82
H -3.71 0.35 -7.16
H -0.88 -0.58 -7.66
H -1.07 0.99 -8.61
C 0.70 0.05 0.99
C -0.28 -0.73 1.82
O -0.51 -1.91 1.58
C -0.96 -0.02 2.95
H 1.11 -0.59 0.20
H 0.19 0.90 0.51
H 1.52 0.41 1.61
H -1.54 0.82 2.57
H -0.21 0.34 3.67
H -1.63 -0.70 3.47
C 0.42 5.74 1.73
C 1.75 5.08 2.02
O 1.84 3.87 2.14
C 2.95 5.98 2.15
H -0.35 4.98 1.66
H 0.17 6.43 2.54
H 0.47 6.28 0.78
H 2.81 6.68 2.98
H 3.11 6.52 1.22
H 3.83 5.37 2.36
C -4.50 -2.87 5.94
C -3.68 -2.52 4.73
O -3.58 -1.37 4.33
C -2.99 -3.65 4.01
H -4.94 -1.96 6.35
H -5.31 -3.55 5.66
H -3.86 -3.32 6.70
H -3.73 -4.37 3.65
H -2.28 -4.14 4.69
H -2.43 -3.26 3.16
C -5.05 -6.01 -1.81
C -4.11 -5.01 -1.20
O -4.16 -3.83 -1.48
C -3.09 -5.53 -0.22
H -5.73 -5.49 -2.50
H -4.49 -6.76 -2.37
H -5.64 -6.49 -1.03
H -2.44 -6.26 -0.71
H -3.59 -5.99 0.63
H -2.48 -4.70 0.14
C 2.53 -4.44 6.05
C 1.18 -3.84 5.73
O 0.30 -3.77 6.57
C 0.97 -3.34 4.33
H 2.54 -4.76 7.10
H 2.71 -5.31 5.42
H 3.31 -3.69 5.90
H 1.08 -4.16 3.62
H 1.68 -2.55 4.10
H -0.05 -2.94 4.24
C 1.48 4.78 -10.35
C 0.50 4.00 -9.51
O 0.27 2.82 -9.73
C -0.17 4.73 -8.38
H 1.89 4.13 -11.13
H 0.97 5.62 -10.83
H 2.30 5.14 -9.73
H -0.76 5.56 -8.77
H 0.58 5.09 -7.67
H -0.85 4.04 -7.86
C 4.18 1.04 5.88
C 2.92 0.21 5.82
O 2.93 -0.92 5.37
C 1.66 0.84 6.35
H 5.01 0.46 5.47
H 4.06 1.95 5.29
H 4.41 1.29 6.92
H 1.43 1.74 5.78
H 1.78 1.08 7.41
H 0.83 0.13 6.24
C 6.39 -0.13 1.75
C 6.78 0.88 2.79
O 6.57 0.69 3.97
C 7.44 2.14 2.31
H 5.92 -0.99 2.24
H 5.67 0.31 1.05
H 7.27 -0.48 1.21
H 6.77 2.69 1.64
H 8.37 1.90 1.80
H 7.67 2.78 3.17
*
```

Results
**Total energy**: -5303.058409 hartree
**Relative energy (zero: lowest compared OMol25 entry of this formula, charge and spin)**: 0.0 kJ/mol
**Frontier orbital gap**: 7.0 eV

---

Entry 2:
This record from the OMol25 dataset describes 2 unconnected molecules or ions with the total composition C5H15NO. The level of theory is the ωB97M-V functional and the def2-TZVPD basis.

```
! RIJCOSX wB97M-V def2-TZVPD def2/J DEFGRID3
* xyz 1 2
C -0.63 -0.10 1.54
C -0.89 1.10 2.57
C -0.51 0.35 0.03
N 0.98 0.37 -0.41
C 1.57 -0.99 -0.53
C 1.17 1.03 -1.65
H -1.53 -0.80 1.50
H 0.32 -0.62 1.97
H -0.01 1.68 2.63
H -1.76 1.62 2.21
H -1.08 0.89 3.60
H -0.81 1.37 0.18
H -1.11 -0.22 -0.65
H 2.38 -1.16 -1.25
H 0.89 -1.66 -1.03
H 1.84 -1.33 0.51
H 2.30 0.98 -1.79
H 0.60 0.49 -2.49
H 0.85 2.10 -1.48
H -1.45 -1.84 -1.13
H -2.01 -1.65 -2.36
O -1.11 -1.60 -1.97
*
```

Results
**Total energy**: -329.116197 hartree
**Relative energy (zero: lowest compared OMol25 entry of this formula, charge and spin)**: 210.2 kJ/mol
**Frontier orbital gap (spin up / spin down)**: 12.6 / 7.8 eV